1.
Here is a 2-piece molecular cluster, C2HN2O2 overall from OMol25. Energies are from ωB97M-V with the def2-TZVPD basis set.

ORCA input file:
```
! wB97M-V def2-TZVPD RIJCOSX def2/J DEFGRID3
* xyz -1 1
C -1.20 0.25 0.06
C 2.35 -0.03 -0.06
N 1.42 0.64 -0.19
N -2.30 -0.11 0.09
O -3.44 -0.55 -0.09
O 3.31 -0.73 0.06
H -0.14 0.53 0.13
*
```

Computed properties:
LUMO level, eV: 4.2
ΔE to the lowest compared entry with this formula, charge and spin, eV: 1.902
Orbital gap, eV: 8.9

2.
Here is C5H10O2 as an isolated structure from OMol25. Energies are from ωB97M-V with the def2-TZVPD basis set.

ORCA input file:
```
! wB97M-V def2-TZVPD RIJCOSX def2/J DEFGRID3
* xyz 0 1
C -1.63 -0.45 1.77
O -0.56 -0.09 0.92
C -0.86 -0.29 -0.46
C 0.30 0.13 -1.34
C 1.16 1.35 -1.11
C 1.74 0.00 -1.04
O 2.13 -0.43 0.75
H -2.52 0.16 1.57
H -1.30 -0.27 2.80
H -1.90 -1.51 1.66
H -1.10 -1.35 -0.64
H -1.76 0.30 -0.72
H 0.09 -0.11 -2.38
H 1.43 1.99 -1.94
H 1.04 1.86 -0.15
H 2.50 -0.71 -0.47
H 1.22 -0.64 1.03
*
```

Computed properties:
LUMO level, eV: 0.8
ΔE to the lowest compared entry with this formula, charge and spin, eV: 6.222
Orbital gap, eV: 9.8

3.
Here is a 2-piece molecular cluster, C4H6N2 overall from OMol25. Energies are from ωB97M-V with the def2-TZVPD basis set.

ORCA input file:
```
! wB97M-V def2-TZVPD RIJCOSX def2/J DEFGRID3
* xyz 0 1
N 1.55 -1.71 -0.83
C 0.91 -1.66 0.14
C -0.87 -0.70 1.46
C 0.11 -1.59 1.33
C 0.36 1.49 -1.64
N -0.56 1.69 -0.79
H -1.09 0.03 0.68
H -1.46 -0.67 2.37
H 0.36 -2.31 2.11
H 0.78 0.49 -1.74
H 0.78 2.27 -2.29
H -0.86 2.67 -0.80
*
```

Computed properties:
LUMO level, eV: 0.7
SMILES: C=CC#N.C=N
ΔE to the lowest compared entry with this formula, charge and spin, eV: 2.025
Orbital gap, eV: 11.0

4.
Here is a 2-piece molecular cluster, C6H15NO2 overall from OMol25. Energies are from ωB97M-V with the def2-TZVPD basis set.

ORCA input file:
```
! wB97M-V def2-TZVPD RIJCOSX def2/J DEFGRID3
* xyz 0 1
C -1.70 0.49 0.33
C -1.88 1.80 -0.44
N -1.34 0.74 1.69
O -0.82 -0.42 -0.39
H -0.20 -1.54 0.31
H -2.64 -0.06 0.33
H -0.49 1.28 1.78
H -1.25 -0.11 2.22
H -2.65 2.39 0.05
H -2.19 1.58 -1.46
H -0.97 2.38 -0.45
C 1.55 -1.76 1.53
C 0.78 -0.68 -2.21
C 0.59 -0.05 -0.87
C 1.32 0.95 -0.38
O 0.77 -2.09 0.41
H 0.94 -1.46 2.39
H 2.25 -0.95 1.30
H 2.13 -2.64 1.81
H 0.66 -1.77 -2.12
H 1.77 -0.47 -2.58
H 0.03 -0.31 -2.91
H 2.18 1.29 -0.94
H 1.14 1.43 0.57
*
```

Computed properties:
LUMO level, eV: 0.9
SMILES: C=C(C)O[C@H](C)N.CO
ΔE to the lowest compared entry with this formula, charge and spin, eV: 3.223
Orbital gap, eV: 10.0

5.
Here is a 2-piece molecular cluster, C2H4I2N2O overall from OMol25. Energies are from ωB97M-V with the def2-TZVPD basis set.

ORCA input file:
```
! wB97M-V def2-TZVPD RIJCOSX def2/J DEFGRID3
* xyz 0 1
C 1.80 1.49 -0.33
C -1.27 -0.11 -1.05
N -0.18 0.08 -0.12
N 0.80 0.87 -0.54
O 2.77 2.18 -0.34
I -0.55 -2.63 2.80
I 0.92 -0.45 3.43
H -1.69 -1.07 -0.81
H -2.01 0.63 -1.04
H -0.82 -0.17 -2.02
H 0.22 -0.82 0.01
*
```

Computed properties:
LUMO level, eV: -2.1
SMILES: CNN=C=O.II
ΔE to the lowest compared entry with this formula, charge and spin, eV: 0.029
Orbital gap, eV: 6.7

6.
Here is C4H12N2 as an isolated structure from OMol25. Energies are from ωB97M-V with the def2-TZVPD basis set.

ORCA input file:
```
! wB97M-V def2-TZVPD RIJCOSX def2/J DEFGRID3
* xyz 0 1
C 0.95 -1.13 -0.64
C -0.06 0.77 1.55
C -1.23 0.72 0.94
C -1.76 1.81 0.07
N 1.68 -0.19 -1.23
N 1.63 -1.90 0.21
H -1.41 -2.07 -1.96
H 1.16 -2.65 0.68
H 2.62 -1.76 0.42
H 2.66 -0.03 -1.03
H 1.24 0.44 -1.88
H 0.25 0.03 2.27
H 0.57 1.64 1.50
H -1.91 -0.10 1.13
H -0.71 -1.85 -1.59
H -2.70 2.19 0.46
H -1.94 1.43 -0.94
H -1.06 2.64 0.01
*
```

Computed properties:
LUMO level, eV: 1.0
ΔE to the lowest compared entry with this formula, charge and spin, eV: 3.206
Orbital gap, eV: 8.9

7.
Here is a 4-piece molecular cluster, C31H41F5I2N3O15S overall from OMol25. Energies are from ωB97M-V with the def2-TZVPD basis set.

ORCA input file:
```
! wB97M-V def2-TZVPD RIJCOSX def2/J DEFGRID3
* xyz -1 1
C -1.81 -3.72 -2.84
C -2.69 -2.61 -1.95
I -4.49 -2.29 -3.26
C -1.96 -1.15 -1.81
I -3.73 0.22 -1.95
C -1.03 -0.92 -0.47
N -0.96 -2.23 0.19
C -0.01 -3.11 -0.07
O 1.07 -3.86 -0.46
C -1.74 -0.12 0.84
O -2.94 -0.25 1.38
N -0.75 0.78 1.54
C 0.65 0.55 1.01
C 1.10 -0.69 2.03
O 2.04 -1.60 1.82
O 0.40 -0.76 3.36
C 1.86 1.59 1.34
F 2.96 1.61 0.30
F 2.62 1.17 2.59
C 1.45 3.13 1.73
C 2.31 4.38 1.01
C 2.03 5.96 1.35
C 0.88 6.38 2.44
C 0.03 5.20 3.20
C -1.14 5.66 4.29
F -2.33 6.30 3.65
F -0.55 6.65 5.26
F -1.58 4.50 5.14
C 0.35 3.62 2.83
C 0.27 0.15 -0.58
C 1.39 -0.60 -1.49
C 2.41 0.12 -2.44
C 3.96 -0.33 -2.00
C 4.93 0.86 -2.68
N 5.14 2.05 -1.74
S -0.21 1.74 -1.48
C -0.53 1.53 -3.32
O 0.89 2.87 -1.41
O -1.44 2.49 -0.90
H -1.34 -4.50 -2.09
H -0.99 -3.19 -3.51
H -2.59 -4.34 -3.49
H -3.15 -3.06 -0.98
H -1.27 -1.07 -2.77
H -1.16 1.72 1.54
H 3.17 4.16 0.21
H 2.62 6.82 0.81
H 0.66 7.50 2.72
H -0.27 2.81 3.41
H 2.02 -1.30 -0.74
H 0.78 -1.41 -2.14
H 2.30 -0.33 -3.54
H 2.45 1.26 -2.57
H 4.12 -0.36 -0.85
H 4.30 -1.33 -2.55
H 5.98 0.47 -3.01
H 4.38 1.31 -3.63
H 4.27 2.65 -1.69
H 5.85 2.70 -2.19
H -1.66 1.72 -3.64
H 0.08 2.36 -3.93
H -0.12 0.50 -3.75
C -5.52 -6.01 3.50
O -4.69 -5.01 4.08
C -3.70 -4.56 3.28
O -3.48 -4.94 2.14
O -3.00 -3.61 3.95
C -1.91 -3.05 3.22
H -6.28 -6.30 4.23
H -6.03 -5.62 2.61
H -4.93 -6.90 3.25
H -2.28 -2.54 2.32
H -1.18 -3.82 2.96
H -1.43 -2.31 3.86
C -5.72 -5.71 0.15
O -6.32 -5.35 -1.10
C -7.33 -6.16 -1.49
O -7.75 -7.13 -0.87
O -7.80 -5.71 -2.68
C -8.88 -6.48 -3.22
H -4.92 -4.99 0.36
H -6.46 -5.65 0.95
H -5.28 -6.71 0.09
H -9.74 -6.45 -2.54
H -8.56 -7.51 -3.40
H -9.17 -6.03 -4.17
C 9.15 7.45 -0.58
O 8.20 6.92 0.34
C 7.76 5.67 0.03
O 8.10 5.01 -0.93
O 6.86 5.30 0.98
C 6.31 4.00 0.78
H 9.44 8.45 -0.23
H 10.05 6.82 -0.60
H 8.72 7.54 -1.58
H 7.09 3.24 0.81
H 5.76 3.95 -0.17
H 5.61 3.80 1.59
*
```

Computed properties:
LUMO level, eV: 1.2
Orbital gap, eV: 6.4

no.,strongest force on any atom (hartree/bohr),HOMO energy (eV),electronic energy (a.u.)
1,0.0630,-4.7,-336.7832
2,0.0452,-9.0,-346.7968
3,0.0220,-10.3,-265.4612
4,0.0711,-9.1,-442.7627
5,0.0488,-8.8,-858.6974
6,0.0370,-7.8,-268.9985
7,0.2135,-5.2,-3990.8791